Formula: C4H8O2S2
Source: OMol25
Level of theory: ωB97M-V/def2-TZVPD

Geometry as XYZ:
```
16
Properties=species:S:1:pos:R:3:mulliken_charge:R:1
C 0.88 -1.36 -0.70 -0.5253
C -0.55 -1.38 0.01 -0.7091
C -0.56 1.38 0.11 -0.6218
C 0.80 1.40 -0.65 -0.6183
H 1.42 -2.16 -0.06 0.3092
H 0.89 -1.66 -1.79 0.3732
H -1.14 -2.43 0.10 0.3626
H -0.37 -1.13 1.05 0.3682
H -1.13 2.40 -0.05 0.3473
H -0.57 1.22 1.23 0.3586
H 0.67 1.00 -1.75 0.2979
H 1.26 2.34 -0.56 0.4297
O 1.93 -0.05 1.35 -0.5602
O -2.74 -0.06 0.84 -0.5982
S 1.91 0.05 -0.09 0.3986
S -1.79 0.01 -0.43 0.3876
```

Calculated values
Kohn-Sham gap in eV: 9.71
Strongest force on any atom in eV/Å: 4.17
2S+1: 1
Energy above the lowest of the compared OMol25 structures with the same formula, charge and spin in kJ/mol: 362.95
E_LUMO in Eh: 0.0135